Formula: C34H25AsN7O6RuS3
Source: OMol25
Level of theory: ωB97M-V with the def2-TZVPD basis set

HOMO level (spin up / spin down)   -2.218 / -2.348 eV
Frontier orbital gap (spin up / spin down)   6.335 / 6.148 eV
Multiplicity   6
LUMO energy (spin up / spin down)   4.117 / 3.800 eV
Charge   -2
Molar mass   899.810 g mol⁻¹
Expectation value of S²   8.7633

XYZ file:
```
77
C34H25AsN7O6RuS3 | OMol25 | ωB97M-V with the def2-TZVPD basis set
Ru -0.1719 0.7793 0.6898
As -0.3907 4.1923 -0.6257
S 1.3340 1.6321 -2.2875
S -0.6223 2.1874 2.7866
S -0.7345 -1.0461 2.5440
O 0.1526 0.7997 -2.0732
O 2.3485 1.0565 -3.1453
O -1.4372 5.4280 -0.4225
O -0.8336 2.7073 0.0069
O 1.1788 4.6086 0.0482
O 1.8561 2.1548 -1.0218
N 1.9994 0.4163 1.5077
N -2.5595 -0.6750 -0.9232
N -2.0266 2.2123 8.7560
N -2.3185 -1.8616 8.4139
N 0.2417 -1.3148 -0.1718
N 2.7523 -0.5843 1.0250
N -2.4027 0.2875 0.0084
C -3.0062 -3.0236 -0.8589
C -2.0710 -1.9998 -0.7152
C -3.6959 -5.4457 -0.8836
C 2.6909 -2.1714 -2.8209
C -0.3258 5.1554 -4.6668
C 1.4310 -1.4933 -0.8417
C 3.6477 -0.9971 1.9411
C 3.8909 -1.6876 -2.2999
C -3.4671 -0.3041 -1.8474
C 0.4222 4.1663 -5.2880
C 3.8450 -1.1332 -1.0362
C -1.0824 -0.2386 4.0290
C -1.3260 -4.6471 -0.4775
C -0.0318 4.0499 -2.5383
C -0.5477 5.0957 -3.2977
C 2.4197 0.6337 2.7456
C -1.6885 -0.3831 6.3882
C -0.9942 1.1729 4.1483
C 3.4714 -0.2309 3.0715
C -2.6622 -4.3587 -0.7593
C 0.9390 3.1174 -4.5409
C -1.4394 -0.9815 5.1632
C -3.9165 0.9507 -1.5095
C 2.6592 -1.0630 -0.3149
C 0.7081 3.0556 -3.1733
C -3.2099 1.2767 -0.3424
C 5.1494 -1.6645 -3.1212
C -0.4070 -3.6396 -0.2941
C -1.5874 1.0161 6.5078
C 1.5076 -2.0675 -2.1279
C -1.8302 1.6727 7.7575
C -1.2445 1.7640 5.3894
C -2.0436 -1.1979 7.5139
C -0.7280 -2.2695 -0.4047
H 1.7335 3.8227 -0.1084
H 1.5306 2.3348 -4.9964
H -4.0686 -5.7582 0.0958
H -3.7053 -0.9539 -2.6719
H -3.1955 2.1940 0.2209
H 4.3219 -1.8053 1.7154
H 1.9221 1.3797 3.3429
H -4.0386 -2.7494 -1.0461
H 6.0388 -1.6682 -2.4877
H 5.1868 -0.7641 -3.7406
H -1.0107 -5.6807 -0.3733
H -1.1257 5.8554 -2.7847
H 2.6782 -2.5888 -3.8231
H -4.5536 -5.1090 -1.4682
H -3.2824 -6.3300 -1.3731
H 4.7421 -0.7170 -0.5901
H 0.6193 -3.8816 -0.0468
H 5.2058 -2.5281 -3.7877
H -4.6147 1.5660 -2.0493
H -1.1712 2.8405 5.4750
H 0.5855 -2.3955 -2.5894
H -0.7330 5.9763 -5.2459
H 4.0027 -0.3022 4.0040
H 0.6060 4.2103 -6.3555
H -1.5167 -2.0572 5.0732
```

For reference, the Mulliken charges in units of e are: 1.9306 0.6733 1.4914 -0.3664 -0.2677 -0.4565 -0.7831 -0.8665 -0.2447 -0.7044 -0.8688 0.4126 0.5239 -0.6222 -0.6290 1.1890 0.3170 -0.1330 -0.1565 -0.1531 -1.5725 -1.1095 -0.5262 0.2747 -0.2346 0.7897 -0.2397 -0.4854 -0.3743 0.4900 -0.9084 -0.6282 -0.5134 -0.6073 0.4544 0.3458 -1.1737 0.6302 -0.7049 -1.0033 -1.2114 -0.9155 0.1810 -0.3855 -1.6220 -0.0321 0.5264 0.3898 -0.0526 -0.9718 -0.0545 -1.4138 0.4665 0.4596 0.2690 0.5441 0.5044 0.4521 0.4706 0.4606 0.3657 0.2460 0.3393 0.5334 0.2886 0.3616 0.3834 0.3988 0.4907 0.3895 0.3963 0.4778 0.4777 0.3594 0.4006 0.3675 0.4697